1.
Formula: C28H42O14
Source: the Open Molecules 2025 dataset
Level of theory: ωB97M-V with the def2-TZVPD basis set

Computed properties:
structure (SMILES)	O=C1CCCO1.O=C1CCCO1.O=C1CCCO1.O=C1CCCO1.O=C1CCCO1.O=C1CCCO1.O=C1CCCO1
Kohn-Sham gap	0.37514	Ha
HOMO level	-10.204	eV
lowest unoccupied orbital energy	0.00	eV

Structure (ORCA input):
```
! wB97M-V def2-TZVPD RIJCOSX def2/J DEFGRID3
* xyz 0 1
O -2.95 -9.72 2.88
C -1.77 -9.56 3.20
O -1.30 -9.24 4.44
C -0.03 -8.59 4.37
C 0.30 -8.49 2.92
C -0.63 -9.45 2.19
H 0.71 -9.23 4.85
H -0.15 -7.63 4.89
H 1.36 -8.65 2.70
H 0.04 -7.48 2.62
H -0.14 -10.42 2.07
H -0.98 -8.96 1.28
O 5.86 -2.32 9.83
C 6.26 -2.29 8.60
O 5.32 -2.21 7.62
C 5.89 -2.15 6.34
C 7.26 -1.64 6.61
C 7.64 -2.06 8.00
H 5.37 -1.51 5.63
H 5.97 -3.17 5.99
H 7.19 -0.59 6.30
H 8.00 -2.10 5.96
H 8.11 -1.22 8.51
H 8.34 -2.84 8.27
O -4.56 -2.54 0.93
C -4.13 -3.09 -0.08
O -3.61 -2.48 -1.17
C -3.09 -3.36 -2.16
C -2.85 -4.58 -1.34
C -4.04 -4.56 -0.34
H -2.17 -2.89 -2.51
H -3.84 -3.51 -2.94
H -1.97 -4.41 -0.72
H -2.74 -5.46 -1.98
H -3.93 -4.97 0.67
H -4.95 -4.91 -0.83
O -1.56 1.93 -9.40
C -1.70 2.28 -8.26
O -1.81 3.56 -8.03
C -1.90 3.84 -6.72
C -1.45 2.52 -5.97
C -1.73 1.50 -7.00
H -2.93 4.02 -6.44
H -1.39 4.69 -6.27
H -2.04 2.27 -5.09
H -0.45 2.46 -5.54
H -2.77 1.18 -6.88
H -1.12 0.61 -7.16
O 7.36 9.57 -4.02
C 6.27 9.19 -3.63
O 6.06 8.02 -2.90
C 4.79 7.73 -2.59
C 3.98 8.88 -3.35
C 5.03 9.99 -3.61
H 4.57 7.59 -1.53
H 4.57 6.74 -2.99
H 3.23 9.40 -2.75
H 3.64 8.51 -4.33
H 5.11 10.63 -2.73
H 4.84 10.53 -4.54
O -5.19 3.26 1.22
C -5.94 3.02 0.29
O -5.45 2.58 -0.93
C -6.56 2.35 -1.81
C -7.75 3.01 -1.14
C -7.37 3.11 0.31
H -6.66 1.26 -1.77
H -6.45 2.67 -2.84
H -8.64 2.39 -1.19
H -7.88 3.98 -1.63
H -7.65 2.11 0.63
H -7.79 3.90 0.93
O 2.34 1.32 -0.86
C 1.71 0.90 0.13
O 1.78 -0.41 0.60
C 0.84 -0.73 1.65
C 0.52 0.69 2.23
C 0.80 1.64 1.05
H 1.29 -1.45 2.35
H -0.14 -1.08 1.32
H 1.07 0.94 3.14
H -0.55 0.83 2.38
H 1.37 2.42 1.54
H -0.11 1.96 0.54
*
```

Mulliken atomic charge list, values in e, 5 entries: O -0.5713; C 0.4998; O -0.3512; C -0.3584; C -0.5269

2.
Formula: C28H42O14
Source: the Open Molecules 2025 dataset
Level of theory: ωB97M-V with the def2-TZVPD basis set

Computed properties:
structure (SMILES)	O=C1CCCO1.O=C1CCCO1.O=C1CCCO1.O=C1CCCO1.O=C1CCCO1.O=C1CCCO1.O=C1CCCO1
Kohn-Sham gap	0.37961	Ha
HOMO level	-9.958	eV
lowest unoccupied orbital energy	0.37	eV

Structure (ORCA input):
```
! wB97M-V def2-TZVPD RIJCOSX def2/J DEFGRID3
* xyz 0 1
O 0.54 -1.61 -1.92
C 0.54 -0.55 -1.21
O 1.24 0.53 -1.61
C 1.23 1.50 -0.57
C 0.65 0.81 0.71
C -0.17 -0.32 0.09
H 0.69 2.38 -0.97
H 2.23 1.78 -0.37
H 0.10 1.48 1.37
H 1.50 0.37 1.24
H -1.24 -0.09 -0.15
H -0.15 -1.20 0.71
O 2.22 -2.32 0.83
C 2.57 -2.66 -0.30
O 3.55 -1.94 -0.93
C 3.87 -2.50 -2.23
C 3.09 -3.81 -2.36
C 2.15 -3.85 -1.14
H 4.93 -2.62 -2.35
H 3.55 -1.73 -2.91
H 3.80 -4.65 -2.30
H 2.53 -3.75 -3.29
H 2.12 -4.78 -0.60
H 1.10 -3.70 -1.46
O 1.22 4.35 -1.01
C 2.01 4.95 -1.66
O 3.29 5.19 -1.20
C 3.96 6.09 -2.14
C 3.21 6.08 -3.46
C 1.84 5.58 -3.02
H 4.96 5.67 -2.28
H 3.93 7.07 -1.64
H 3.77 5.47 -4.17
H 3.27 7.07 -3.95
H 1.41 4.75 -3.61
H 1.03 6.31 -2.94
O -5.92 2.80 1.89
C -4.78 2.58 1.93
O -4.25 1.39 1.64
C -2.82 1.41 1.77
C -2.53 2.52 2.82
C -3.63 3.49 2.39
H -2.34 1.57 0.77
H -2.53 0.40 2.10
H -1.51 2.90 2.74
H -2.74 2.18 3.83
H -3.31 4.04 1.52
H -3.91 4.16 3.21
O -1.77 -2.01 2.27
C -2.50 -2.95 2.69
O -2.48 -4.21 2.12
C -3.41 -5.05 2.89
C -3.98 -4.26 4.09
C -3.67 -2.82 3.65
H -2.94 -5.98 3.27
H -4.13 -5.38 2.12
H -3.36 -4.47 4.95
H -5.00 -4.43 4.37
H -3.55 -2.12 4.49
H -4.48 -2.51 2.95
O -1.44 2.15 -7.12
C -0.89 1.66 -6.18
O -1.05 2.18 -4.94
C -0.36 1.36 -3.92
C 0.78 0.76 -4.72
C 0.17 0.53 -6.10
H -1.03 0.57 -3.52
H -0.04 2.14 -3.22
H 1.07 -0.22 -4.30
H 1.62 1.44 -4.79
H -0.27 -0.43 -6.31
H 0.88 0.61 -6.94
O -0.71 -4.87 4.70
C -0.20 -3.83 4.44
O -0.52 -2.74 5.25
C 0.17 -1.58 4.75
C 1.13 -2.00 3.63
C 0.71 -3.43 3.34
H 0.72 -1.27 5.62
H -0.55 -0.87 4.36
H 2.15 -1.97 4.01
H 1.03 -1.31 2.80
H 1.58 -4.05 3.09
H 0.07 -3.44 2.42
*
```

Mulliken atomic charge list, values in e, 5 entries: O -0.7179; C 0.0214; O -0.3085; C -0.4114; C -0.1106

The structure with the greatest stability is 2.

1.
Formula: C23H25N3O3S
Source: the Open Molecules 2025 dataset
Level of theory: ωB97M-V with the def2-TZVPD basis set

Computed properties:
structure (SMILES)	COC[C@@H](C)n1c(SCC(=O)N2CCc3ccccc3C2)nc2ccccc2c1=O
Kohn-Sham gap	0.32337	Ha
HOMO level	-8.310	eV
lowest unoccupied orbital energy	0.49	eV

Structure (ORCA input):
```
! wB97M-V def2-TZVPD RIJCOSX def2/J DEFGRID3
* xyz 0 1
C -1.99 -3.58 -0.17
H -2.86 -3.92 0.39
O -1.16 -2.90 0.74
C 0.02 -2.42 0.14
C 0.92 -1.88 1.26
N 1.86 -0.90 0.74
C 1.87 0.39 1.17
N 2.66 1.31 0.78
C 3.58 1.03 -0.18
C 4.44 2.03 -0.64
C 5.37 1.74 -1.61
C 5.46 0.45 -2.15
C 4.62 -0.54 -1.71
C 3.67 -0.26 -0.73
C 2.76 -1.30 -0.26
O 2.75 -2.45 -0.68
H 4.66 -1.54 -2.12
H 6.20 0.24 -2.91
H 6.04 2.51 -1.96
H 4.35 3.02 -0.22
S 0.68 0.88 2.40
C 0.58 2.65 2.01
C -0.14 2.86 0.68
O 0.46 3.31 -0.28
N -1.44 2.51 0.61
C -2.28 1.99 1.67
H -1.78 2.04 2.63
C -2.68 0.55 1.36
C -3.22 0.43 -0.04
C -4.00 -0.67 -0.39
C -4.49 -0.81 -1.67
C -4.20 0.16 -2.63
C -3.43 1.25 -2.28
C -2.94 1.40 -0.99
C -2.13 2.62 -0.66
H -1.37 2.81 -1.42
H -2.79 3.50 -0.63
H -3.21 2.01 -3.02
H -4.58 0.06 -3.63
H -5.09 -1.66 -1.93
H -4.22 -1.41 0.36
H -3.43 0.22 2.08
H -1.81 -0.10 1.46
H -3.18 2.62 1.71
H 0.08 3.13 2.84
H 1.60 3.03 1.90
C 1.63 -3.01 2.00
H 0.89 -3.69 2.39
H 2.30 -3.54 1.33
H 2.21 -2.60 2.83
H 0.26 -1.37 1.97
H 0.53 -3.22 -0.41
H -0.22 -1.61 -0.57
H -1.48 -4.45 -0.60
H -2.31 -2.92 -0.98
*
```

natural (NBO) atomic charge list, values in e, 5 entries: C -0.2462; H 0.1902; O -0.5492; C -0.0732; C -0.0618

2.
Formula: C23H25N3O3S
Source: the Open Molecules 2025 dataset
Level of theory: ωB97M-V with the def2-TZVPD basis set

Computed properties:
structure (SMILES)	COc1ccc(C2(O)CCN(CC(=O)Nc3nc(-c4ccccc4)cs3)CC2)cc1
Kohn-Sham gap	0.30923	Ha
HOMO level	-7.850	eV
lowest unoccupied orbital energy	0.56	eV

Structure (ORCA input):
```
! wB97M-V def2-TZVPD RIJCOSX def2/J DEFGRID3
* xyz 0 1
C -7.99 -2.94 0.20
H -7.28 -3.69 -0.15
O -7.82 -1.72 -0.48
C -6.63 -1.07 -0.38
C -5.53 -1.52 0.35
C -4.36 -0.78 0.38
C -4.25 0.41 -0.32
C -5.35 0.86 -1.04
C -6.52 0.14 -1.07
H -7.38 0.49 -1.62
H -5.30 1.81 -1.56
C -2.94 1.20 -0.28
C -1.80 0.34 -0.85
C -0.46 1.05 -0.66
N -0.16 1.32 0.75
C 0.42 2.64 0.92
C 1.85 2.67 0.41
O 2.40 3.64 -0.04
N 2.47 1.46 0.54
C 3.77 1.26 0.14
N 4.37 0.13 0.22
C 5.65 0.20 -0.25
C 6.00 1.45 -0.71
S 4.70 2.57 -0.55
H 6.93 1.77 -1.12
C 6.49 -0.99 -0.22
C 7.75 -1.02 -0.80
C 8.52 -2.17 -0.75
C 8.04 -3.30 -0.12
C 6.78 -3.29 0.45
C 6.01 -2.14 0.40
H 5.03 -2.12 0.85
H 6.40 -4.17 0.94
H 8.64 -4.20 -0.09
H 9.50 -2.17 -1.21
H 8.14 -0.14 -1.30
H 1.94 0.68 0.90
H -0.14 3.44 0.42
H 0.46 2.88 1.99
C -1.28 1.04 1.64
C -2.61 1.63 1.16
H -3.41 1.34 1.84
H -2.55 2.72 1.16
H -1.37 -0.04 1.73
H -1.04 1.43 2.63
H 0.35 0.43 -1.07
H -0.49 1.99 -1.22
H -1.78 -0.64 -0.38
H -1.96 0.19 -1.92
O -3.04 2.40 -1.03
H -3.17 2.18 -1.96
H -3.54 -1.15 0.97
H -5.58 -2.44 0.91
H -9.00 -3.26 -0.03
H -7.88 -2.81 1.28
*
```

natural (NBO) atomic charge list, values in e, 5 entries: C -0.2520; H 0.1755; O -0.4919; C 0.3034; C -0.2918

The structure with the greatest stability is 1.

1.
Formula: C3H5N2O
Source: the Open Molecules 2025 dataset
Level of theory: ωB97M-V with the def2-TZVPD basis set

Computed properties:
Kohn-Sham gap	0.38468	Ha
HOMO level	-16.266	eV
lowest unoccupied orbital energy	-5.80	eV

Structure (ORCA input):
```
! wB97M-V def2-TZVPD RIJCOSX def2/J DEFGRID3
* xyz 1 1
C -0.22 -0.29 0.63
C 0.56 0.55 -0.84
C -0.94 -1.07 1.60
N 0.92 -0.48 0.02
N 0.99 1.10 -1.94
O -0.59 0.88 -0.19
H -0.70 -0.57 2.60
H -0.48 -1.98 1.56
H -1.92 -1.05 1.42
H 1.72 0.88 -2.62
H 0.66 2.02 -2.23
*
```

natural (NBO) atomic charge list, values in e, 5 entries: C 0.7274; C 0.8220; C -0.6995; N -0.4958; N -0.6897

2.
Formula: C3H5N2O
Source: the Open Molecules 2025 dataset
Level of theory: ωB97M-V with the def2-TZVPD basis set

Computed properties:
Kohn-Sham gap (spin up / spin down)	0.30030 / 0.30077	Ha
HOMO level (spin up / spin down)	-14.584 / -14.587	eV
lowest unoccupied orbital energy (spin up / spin down)	-6.41 / -6.40	eV

Structure (ORCA input):
```
! wB97M-V def2-TZVPD RIJCOSX def2/J DEFGRID3
* xyz 1 1
C 0.69 -1.28 -0.17
C -0.47 0.46 0.89
C -0.41 0.14 -1.76
N 0.71 -0.35 -1.27
N 0.23 -0.88 0.97
O -1.42 0.41 0.01
H -1.07 0.72 1.84
H 0.34 1.30 0.92
H -0.95 0.35 -2.59
H 1.46 -0.53 -1.98
H 0.18 -1.60 1.85
*
```

natural (NBO) atomic charge list, values in e, 5 entries: C 0.3721; C 0.0251; C 0.4713; N -0.5621; N -0.5557

The structure with the greatest stability is 1.

1.
Formula: C17H19N
Source: the Open Molecules 2025 dataset
Level of theory: ωB97M-V with the def2-TZVPD basis set

Computed properties:
structure (SMILES)	Cc1c[nH]c2ccccc12.CCc1ccccc1
Kohn-Sham gap	0.31410	Ha
HOMO level	-7.689	eV
lowest unoccupied orbital energy	0.86	eV

Structure (ORCA input):
```
! wB97M-V def2-TZVPD RIJCOSX def2/J DEFGRID3
* xyz 0 1
C -3.32 -0.44 -1.24
C -3.37 1.05 -0.86
C -2.02 -0.88 -1.87
C -1.53 -0.21 -2.98
C -1.17 -1.78 -1.23
C -0.35 -0.60 -3.62
C 0.05 -2.10 -1.80
C 0.50 -1.45 -2.94
H -3.40 -0.99 -0.30
H -4.22 -0.74 -1.76
H -2.69 1.63 -1.48
H -2.17 0.54 -3.44
H -1.54 -2.46 -0.48
H -0.07 -0.09 -4.54
H 0.61 -2.97 -1.46
H 1.46 -1.69 -3.37
H -3.07 1.28 0.16
H -4.33 1.49 -1.08
C 2.66 -1.91 2.42
C 2.35 -0.67 0.23
C 2.23 -0.76 1.58
C 1.33 1.22 0.86
C 1.64 0.47 2.01
C 0.81 2.51 1.02
C 1.25 0.94 3.27
C 0.44 2.97 2.27
C 0.64 2.16 3.40
N 1.87 0.55 -0.20
H 2.94 -1.22 -0.49
H 1.82 0.84 -1.16
H 3.21 -2.66 1.87
H 1.80 -2.32 2.96
H 0.50 3.07 0.14
H 1.55 0.38 4.15
H 0.02 3.96 2.26
H 0.29 2.45 4.39
H 3.26 -1.59 3.28
*
```

natural (NBO) atomic charge list, values in e, 5 entries: C -0.4320; C -0.6051; C -0.0094; C -0.2112; C -0.2045

2.
Formula: C17H19N
Source: the Open Molecules 2025 dataset
Level of theory: ωB97M-V with the def2-TZVPD basis set

Computed properties:
structure (SMILES)	CCc1c[nH]c2ccccc12.Cc1ccccc1
Kohn-Sham gap	0.32215	Ha
HOMO level	-7.978	eV
lowest unoccupied orbital energy	0.79	eV

Structure (ORCA input):
```
! wB97M-V def2-TZVPD RIJCOSX def2/J DEFGRID3
* xyz 0 1
C 2.65 1.44 -1.35
C 2.42 2.95 -1.54
C 1.95 0.96 -0.14
C 1.05 1.59 0.69
C 2.16 -0.33 0.59
C 1.32 -0.42 1.80
C 2.98 -1.41 0.31
C 1.45 -1.49 2.68
C 2.84 -2.59 1.03
C 2.24 -2.47 2.31
N 0.68 0.88 1.95
H 2.11 0.81 -2.17
H 3.69 1.10 -1.28
H 2.53 3.15 -2.60
H 0.71 2.62 0.55
H -0.29 0.97 2.19
H 3.64 -1.36 -0.59
H 1.20 -1.40 3.70
H 3.14 -3.56 0.46
H 2.53 -3.33 2.99
H 2.85 3.69 -0.77
H 1.40 2.96 -1.47
C -3.45 -0.02 1.50
C -2.51 -1.67 -1.65
C -2.75 -1.39 -0.31
C -2.48 -0.63 -2.54
C -3.17 -0.10 0.09
C -3.01 0.67 -2.22
C -3.33 0.87 -0.87
H -2.23 -2.80 -1.90
H -2.70 -2.10 0.48
H -1.98 -0.79 -3.53
H -2.95 1.34 -3.13
H -3.79 -1.04 1.83
H -4.33 0.71 1.59
H -3.88 1.78 -0.72
H -2.67 0.42 2.06
*
```

natural (NBO) atomic charge list, values in e, 5 entries: C -0.4205; C -0.6131; C -0.0610; C -0.0409; C -0.0849

3.
Formula: C17H19N
Source: the Open Molecules 2025 dataset
Level of theory: ωB97M-V with the def2-TZVPD basis set

Computed properties:
structure (SMILES)	Cc1c[nH]c2ccccc12.CCc1ccccc1
Kohn-Sham gap	0.30985	Ha
HOMO level	-7.543	eV
lowest unoccupied orbital energy	0.89	eV

Structure (ORCA input):
```
! wB97M-V def2-TZVPD RIJCOSX def2/J DEFGRID3
* xyz 0 1
C 0.86 -2.73 -2.43
C 1.95 -2.21 -1.51
C -0.39 -1.90 -2.08
C -1.41 -2.25 -1.23
C -0.47 -0.62 -2.65
C -2.59 -1.54 -1.11
C -1.52 0.22 -2.19
C -2.62 -0.23 -1.51
H 1.06 -2.66 -3.48
H 0.61 -3.75 -2.14
H 2.07 -1.12 -1.63
H -1.36 -3.27 -0.79
H 0.25 -0.11 -3.27
H -3.51 -1.99 -0.76
H -1.47 1.22 -2.64
H -3.43 0.50 -1.43
H 2.95 -2.57 -1.73
H 1.69 -2.25 -0.46
C -0.09 4.09 1.03
C -0.27 2.59 1.14
C -1.46 1.96 0.92
C 0.61 1.61 1.67
C -0.11 0.37 1.76
C 1.90 1.67 2.17
C 0.41 -0.83 2.24
C 2.43 0.52 2.78
C 1.79 -0.70 2.63
N -1.39 0.63 1.31
H -0.31 4.42 0.02
H 0.92 4.34 1.32
H -2.34 2.32 0.39
H -2.18 0.02 1.21
H 2.46 2.59 2.39
H -0.21 -1.68 2.45
H 3.49 0.38 2.96
H 2.31 -1.61 2.82
H -0.63 4.59 1.85
*
```

natural (NBO) atomic charge list, values in e, 5 entries: C -0.4204; C -0.6086; C 0.0183; C -0.2318; C -0.2237

4.
Formula: C17H19N
Source: the Open Molecules 2025 dataset
Level of theory: ωB97M-V with the def2-TZVPD basis set

Computed properties:
structure (SMILES)	CCc1c[nH]c2ccccc12.Cc1ccccc1
Kohn-Sham gap	0.31850	Ha
HOMO level	-7.842	eV
lowest unoccupied orbital energy	0.83	eV

Structure (ORCA input):
```
! wB97M-V def2-TZVPD RIJCOSX def2/J DEFGRID3
* xyz 0 1
C 0.83 0.91 -1.98
C 1.27 0.52 -3.39
C 1.22 -0.12 -0.97
C 2.35 -0.23 -0.24
C 0.50 -1.36 -0.80
C 1.24 -2.15 0.10
C -0.69 -1.85 -1.33
C 0.74 -3.34 0.61
C -1.13 -3.11 -0.90
C -0.46 -3.81 0.09
N 2.37 -1.44 0.42
H 1.28 1.87 -1.72
H -0.26 1.05 -2.05
H 0.82 -0.44 -3.66
H 3.08 0.54 0.01
H 3.16 -1.79 0.94
H -1.28 -1.25 -1.98
H 1.31 -4.03 1.21
H -2.10 -3.41 -1.31
H -0.94 -4.69 0.52
H 2.35 0.36 -3.47
H 1.05 1.30 -4.12
C 0.95 2.53 1.49
C -0.68 0.61 1.70
C -0.44 1.98 1.72
C -2.00 0.18 1.69
C -1.50 2.88 1.67
C -3.07 1.06 1.55
C -2.80 2.42 1.60
H 0.09 -0.14 1.76
H -2.24 -0.88 1.83
H 1.07 3.50 2.00
H 1.13 2.76 0.43
H -1.26 3.93 1.74
H -4.03 0.61 1.42
H -3.65 3.10 1.58
H 1.75 1.90 1.86
*
```

natural (NBO) atomic charge list, values in e, 5 entries: C -0.4190; C -0.5925; C -0.0821; C -0.0270; C -0.1131

The structure with the greatest stability is 4.

1.
Formula: C4H9NOS
Source: the Open Molecules 2025 dataset
Level of theory: ωB97M-V with the def2-TZVPD basis set

Computed properties:
structure (SMILES)	O=CNCCCS
Kohn-Sham gap	0.36397	Ha
HOMO level	-9.120	eV
lowest unoccupied orbital energy	0.78	eV

Structure (ORCA input):
```
! wB97M-V def2-TZVPD RIJCOSX def2/J DEFGRID3
* xyz 0 1
C 0.56 0.99 0.21
N 1.09 -0.29 0.68
C 1.98 -0.95 -0.13
O 2.84 -1.70 0.26
C -0.78 0.90 -0.52
C -1.82 -0.03 0.11
S -1.82 -1.69 -0.63
H 1.20 1.39 -0.59
H 0.75 1.72 0.99
H 1.33 -0.45 1.65
H 2.07 -0.59 -1.17
H -0.68 0.71 -1.59
H -1.20 1.91 -0.42
H -2.82 0.30 -0.17
H -1.83 0.04 1.19
H -0.86 -2.26 0.12
*
```

natural (NBO) atomic charge list, values in e, 5 entries: C -0.2309; N -0.6470; C 0.5309; O -0.5943; C -0.4246

2.
Formula: C4H9NOS
Source: the Open Molecules 2025 dataset
Level of theory: ωB97M-V with the def2-TZVPD basis set

Computed properties:
structure (SMILES)	CNC(=O)CCS
Kohn-Sham gap	0.35964	Ha
HOMO level	-9.055	eV
lowest unoccupied orbital energy	0.73	eV

Structure (ORCA input):
```
! wB97M-V def2-TZVPD RIJCOSX def2/J DEFGRID3
* xyz 0 1
C -0.09 0.35 0.27
C -1.07 -0.66 -0.27
S -2.66 -0.72 0.62
C 1.10 0.52 -0.67
N 2.33 0.65 -0.10
C 2.74 0.22 1.23
O 0.96 0.58 -1.87
H -0.56 1.34 0.29
H 0.23 0.13 1.28
H -1.23 -0.49 -1.33
H -0.67 -1.67 -0.19
H -2.78 0.60 0.79
H 3.05 0.68 -0.81
H 2.34 0.91 1.99
H 2.42 -0.78 1.48
H 3.82 0.35 1.27
*
```

natural (NBO) atomic charge list, values in e, 5 entries: C -0.5150; C -0.5081; S -0.0355; C 0.6835; N -0.6176

The structure with the greatest stability is 2.